(1)
{
  "formula": "C3H2ClNO2",
  "method": "wB97M-V/def2-TZVPD",
  "largest_force_ev_per_a": 6.21,
  "total_energy_ha": -780.86326,
  "smiles": "Oc1ncoc1Cl",
  "multiplicity": 1,
  "relative_energy_kj_mol": 230.9,
  "homo_lumo_gap_ev": 8.64,
  "elements": ["O", "C", "N", "C", "O", "C", "Cl", "H", "H"],
  "xyz": [[-1.3467, 0.0449, 1.4267], [-0.4530, -0.0750, 0.4570], [0.4103, -1.2101, 0.6075], [1.2990, -0.8756, -0.2943], [1.0655, 0.1531, -1.0956], [-0.1646, 0.6678, -0.6997], [-0.9155, 1.8731, -1.4451], [-1.8862, 1.1015, 1.5059], [1.9912, -1.6798, -0.4623]],
  "forces_ev_per_a": [[-3.531, 4.799, 0.934], [0.329, -0.221, -1.123], [-0.240, 4.002, -1.171], [-0.956, -2.705, 0.811], [0.150, 0.074, -0.848], [1.378, -4.048, 4.499], [-1.015, 2.247, -1.335], [2.778, -4.898, -0.871], [1.106, 0.751, -0.896]]
}

(2)
{
  "formula": "C5H7NO",
  "method": "wB97M-V/def2-TZVPD",
  "largest_force_ev_per_a": 1.61,
  "total_energy_ha": -324.61090,
  "multiplicity": 1,
  "relative_energy_kj_mol": 298.2,
  "homo_lumo_gap_ev": 10.10,
  "elements": ["O", "C", "C", "C", "C", "C", "N", "H", "H", "H", "H", "H", "H", "H"],
  "xyz": [[-2.1673, -1.3295, 0.5519], [-2.7881, -0.6437, -0.1074], [-0.4877, 1.0652, -0.7960], [0.5793, 1.0506, 0.2178], [0.7206, -0.2366, 1.0276], [0.8277, -0.9485, -0.3347], [0.7506, 0.3400, -1.0998], [-1.4863, 0.6455, -0.7066], [-0.5417, 1.9712, -1.3896], [1.1336, 1.9588, 0.4382], [-0.0922, -0.5196, 1.7013], [1.6614, -0.2670, 1.5865], [0.0732, -1.7010, -0.5832], [1.8168, -1.3855, -0.5061]],
  "forces_ev_per_a": [[-0.940, 0.634, -0.679], [0.164, -1.265, 0.981], [-0.055, 0.204, -0.087], [0.132, 0.372, 0.212], [-0.066, 0.013, 0.069], [-0.027, -0.242, -0.060], [0.194, 0.006, -0.221], [0.766, -0.118, 0.058], [0.162, 0.053, 0.028], [-0.039, -0.099, -0.020], [0.090, 0.126, -0.132], [-0.195, 0.025, -0.141], [0.042, 0.203, -0.026], [-0.228, 0.087, 0.016]]
}

What did the second record say?
{
  "formula": "C5H7NO",
  "method": "wB97M-V/def2-TZVPD",
  "largest_force_ev_per_a": 1.61,
  "total_energy_ha": -324.61090,
  "multiplicity": 1,
  "relative_energy_kj_mol": 298.2,
  "homo_lumo_gap_ev": 10.10,
  "elements": ["O", "C", "C", "C", "C", "C", "N", "H", "H", "H", "H", "H", "H", "H"],
  "xyz": [[-2.1673, -1.3295, 0.5519], [-2.7881, -0.6437, -0.1074], [-0.4877, 1.0652, -0.7960], [0.5793, 1.0506, 0.2178], [0.7206, -0.2366, 1.0276], [0.8277, -0.9485, -0.3347], [0.7506, 0.3400, -1.0998], [-1.4863, 0.6455, -0.7066], [-0.5417, 1.9712, -1.3896], [1.1336, 1.9588, 0.4382], [-0.0922, -0.5196, 1.7013], [1.6614, -0.2670, 1.5865], [0.0732, -1.7010, -0.5832], [1.8168, -1.3855, -0.5061]],
  "forces_ev_per_a": [[-0.940, 0.634, -0.679], [0.164, -1.265, 0.981], [-0.055, 0.204, -0.087], [0.132, 0.372, 0.212], [-0.066, 0.013, 0.069], [-0.027, -0.242, -0.060], [0.194, 0.006, -0.221], [0.766, -0.118, 0.058], [0.162, 0.053, 0.028], [-0.039, -0.099, -0.020], [0.090, 0.126, -0.132], [-0.195, 0.025, -0.141], [0.042, 0.203, -0.026], [-0.228, 0.087, 0.016]]
}